Entry from the Open Molecules 2025 dataset: a 2-piece molecular cluster, C3H10N2S overall at a distorted geometry (ωB97M-V/def2-TZVPD).

Cartesian coordinates (Å):
C1 2.38002 1.30077 1.33445
H1 1.90924 0.34666 -0.29354
H2 0.16353 2.51277 0.10904
H3 -0.40914 0.97220 -0.48876
H4 -0.34750 1.33413 1.31580
H5 3.89751 0.90164 2.29869
C2 -3.10533 -0.64287 -1.22920
N1 1.54218 1.04152 0.32195
H6 -2.67552 0.28316 -1.56701
H7 -1.31425 -1.54637 0.20702
H8 -3.76172 -1.03072 -2.06692
S1 -1.76789 -1.91187 -0.97452
N2 3.59315 0.82192 1.32890
H9 2.01103 1.88332 2.16881
C3 0.15759 1.42223 0.33878
H10 -3.72780 -0.59176 -0.31088

Properties
- spin multiplicity = 2
- total charge = +1
- molar mass (g/mol) = 106.19
- ΔE to the lowest compared entry with this formula, charge and spin (eV) = 2.054
- frontier orbital gap (alpha / beta) (Ha) = 0.2892 / 0.1341
- <S²> = 0.786

Entry from the Open Molecules 2025 dataset: a 2-piece molecular cluster, C4H10N2 overall at a distorted geometry (ωB97M-V/def2-TZVPD).

Cartesian coordinates (Å):
C1 -0.99657 0.32074 -0.08394
H1 -0.36925 -0.48039 -1.95544
N1 -0.73575 -0.96461 0.50230
N2 3.11181 -0.10580 0.04155
H2 -2.32412 2.01915 0.59636
C2 -0.68795 0.48673 -1.35431
H3 2.23771 0.27619 0.21847
H4 -1.48129 -2.19736 -1.01992
H5 -0.63291 1.49126 -1.74078
H6 3.23132 -1.06044 0.30682
H7 -0.44659 2.11272 0.93290
H8 3.91501 0.45820 0.31834
C3 -1.38007 1.48666 0.82565
C4 -1.02391 -2.05931 -0.05680
H9 -1.67191 0.99929 1.79519
H10 -0.74554 -2.78305 0.67361

Properties
- molar mass (g/mol) = 86.14
- ΔE to the lowest compared entry with this formula, charge and spin (eV) = 2.440
- structure (SMILES) = C=NC(=C)C.N
- frontier orbital gap (Ha) = 0.3685

Entry from the Open Molecules 2025 dataset: one molecule with the formula C4H13N3O5S2 at a distorted geometry (ωB97M-V/def2-TZVPD).

Cartesian coordinates (Å):
H1 -3.23879 1.74238 2.04116
H2 -1.69609 1.63998 -0.48162
N1 0.33697 -0.91604 1.22424
N2 0.17042 0.37372 0.58602
N3 1.31757 1.16649 0.74812
H3 2.51787 1.69822 -1.94847
H4 1.78499 0.02694 -1.76262
H5 1.88111 -3.46318 -0.63018
O1 0.37158 -1.54411 -1.29117
H6 1.84514 -3.23754 0.97244
H7 0.86033 -4.51151 0.46112
C1 -1.93256 1.06480 0.33024
H8 1.29094 -1.09129 1.51171
S1 0.12520 -2.17889 -0.02216
C2 -3.12993 1.82596 0.89354
H9 3.51788 0.43719 -2.07677
O2 -1.16964 -2.65173 0.21717
O3 3.70242 1.46236 0.67284
O4 -0.87713 1.02655 1.22718
C3 1.25504 -3.58333 0.20570
H10 -2.31455 0.08542 0.26743
H11 -3.09134 2.88063 0.66758
O5 2.79664 -0.80910 0.50429
H12 1.35831 1.71349 1.64190
H13 -3.99236 1.54232 0.34699
S2 2.69555 0.55779 0.13467
C4 2.57713 0.73198 -1.60480

Properties
- spin multiplicity = 3
- molar mass (g/mol) = 247.30
- frontier orbital gap (alpha / beta) (Ha) = 0.1597 / 0.2447
- <S²> = 2.009

Entry from the Open Molecules 2025 dataset: a 6-piece molecular cluster, C15H24Cl10F8O overall at a distorted geometry (ωB97M-V/def2-TZVPD).

Cartesian coordinates (Å):
C1 0.29602 -5.34906 -1.51078
C2 0.97674 2.98388 -3.64927
H1 1.06585 4.78421 0.18313
H2 2.82995 1.89855 3.70244
H3 1.23414 -5.00007 -2.02358
Cl1 2.98727 5.77798 -0.50408
H4 -0.55074 0.60513 1.74318
Cl2 3.63754 -0.80685 2.08920
C3 2.03884 1.24618 3.19818
C4 2.05386 4.53840 0.37317
C5 2.53712 -1.30562 -1.22837
C6 0.99501 -1.56921 -0.87040
C7 2.38062 4.46226 1.80269
F1 0.55973 -5.46575 -0.20750
H5 1.42877 -0.79624 2.92829
Cl3 -2.27333 -1.94380 1.97141
Cl4 0.62493 1.56997 4.37628
Cl5 0.47365 0.82968 -5.26121
Cl6 -3.68916 -0.47693 -0.75672
C8 -0.78935 -3.05147 -1.32370
C9 -4.14903 -2.12059 -0.17305
H6 1.78203 2.39654 -3.20197
H7 -0.94975 2.46435 -4.60946
H8 1.36126 3.54151 -4.40929
O1 0.61148 -2.68660 -1.43862
H9 -1.07052 -2.95254 -0.26601
H10 -2.67652 0.80100 3.14826
H11 -1.98189 2.39569 3.21123
H12 -4.29191 -3.14553 1.71772
Cl7 0.17989 3.95199 -2.37009
H13 2.17066 3.56052 -0.15597
H14 1.87042 3.60622 2.22976
Cl8 -0.72546 2.62342 0.54518
C10 2.33300 -0.27787 3.25290
H15 1.67347 1.38829 2.16563
Cl9 1.71110 5.93386 2.67727
H16 -0.45948 1.44055 -3.19312
F2 0.71920 -1.57608 0.49890
C11 -3.97220 -2.17049 1.35503
H17 -4.54569 -1.39141 1.82701
F3 -1.99569 -5.04943 -1.27236
H18 -1.99210 0.65028 0.69741
C12 -0.12479 1.98852 -4.05828
H19 -3.52706 -2.92726 -0.62124
F4 3.01026 -0.21914 -0.61636
F5 3.27112 -2.36744 -0.90410
C13 -1.39623 1.24649 1.37842
H20 -1.36937 -2.27935 -1.79325
Cl10 -3.86406 2.30509 1.86874
F6 -1.16014 -4.46833 -3.19668
F7 0.09456 -6.56054 -1.98958
C14 -0.88976 -4.43466 -1.85389
H21 -5.22580 -2.20344 -0.43256
H22 2.60184 -1.22588 -2.31908
H23 3.46234 4.45347 1.96306
F8 0.28829 -0.57382 -1.42265
H24 2.73448 -0.67395 4.21947
C15 -2.32545 1.62530 2.50927

Properties
- molar mass (g/mol) = 726.87
- structure (SMILES) = FC(F)C(F)(F)COC(F)(F)C(F)F.ClCCCl.ClCCCl.ClCCCl.ClCCCl.ClCCCl
- frontier orbital gap (Ha) = 0.4001

Entry from the Open Molecules 2025 dataset: a 2-piece molecular cluster, C6H9N overall (ωB97M-V/def2-TZVPD).

Cartesian coordinates (Å):
H1 -1.96454 1.69293 -0.30531
H2 0.53825 -1.57802 -2.61253
H3 0.52971 -0.53781 1.81156
H4 0.23303 -0.40391 0.01838
C1 -1.16604 -1.17924 -1.47280
H5 -2.55913 0.46003 0.95787
C2 1.88084 0.85397 0.71619
C3 -0.16137 -1.93164 -1.86055
H6 0.04431 -2.88536 -1.38433
C4 0.66944 0.03844 0.89919
H7 2.64353 0.83724 1.48875
C5 -1.87070 -0.31319 -0.85948
H8 2.24799 1.01920 -0.29468
N1 0.58927 1.49492 0.98134
H9 0.53249 1.76930 1.95872
C6 -2.18708 0.66315 -0.04231

Properties
- molar mass (g/mol) = 95.14
- ΔE to the lowest compared entry with this formula, charge and spin (eV) = 4.872
- structure (SMILES) = C=C=C=C.C1CN1
- frontier orbital gap (Ha) = 0.3459

Entry from the Open Molecules 2025 dataset: one molecule with the formula C4H13N2S at a distorted geometry (ωB97M-V/def2-TZVPD).

Cartesian coordinates (Å):
H1 -0.83040 -0.37007 -1.82982
C1 -1.12118 -0.30590 -0.90486
H2 2.99616 -2.22114 1.98046
H3 1.74811 -0.36261 -0.74074
H4 -2.94092 0.29085 -0.05126
H5 -0.62568 0.55119 1.00758
C2 0.98830 -1.43841 1.01533
H6 -0.95027 2.35606 -0.48198
H7 0.15632 -1.96030 0.45666
H8 1.88293 0.59864 0.77031
N1 0.03874 1.99609 -0.35502
N2 -2.27304 0.58993 -0.79664
H9 0.59571 2.51917 0.28421
H10 0.39312 2.12289 -1.38687
H11 -2.89265 0.50560 -1.69119
S1 2.39101 -2.54244 0.89159
H12 -1.22951 -1.27956 -0.54023
C3 -0.11999 0.48721 0.04281
C4 1.22582 -0.17481 0.24547
H13 0.56742 -1.36238 2.08417

Properties
- spin multiplicity = 2
- molar mass (g/mol) = 121.23
- ΔE to the lowest compared entry with this formula, charge and spin (eV) = 3.065
- frontier orbital gap (alpha / beta) (Ha) = 0.1460 / 0.3647
- <S²> = 0.751